Record 1
A molecular structure, C37H48BIN8O2S3Ta in a non-equilibrium geometry, computed with wB97M-V/def2-TZVPD.

Properties
max |F|: 1.275 eV/Å
charge: +1
spin multiplicity: 1
energy: -98002.052 eV
frontier orbital gap: 6.77 eV
E_HOMO: -9.729 eV
energy relative to the best compared isomer or geometry (same formula, charge and spin): 0.569 eV

Element x y z (Å)
Ta 1.14031 0.69885 -0.41029
O 2.52575 0.62111 -1.70494
C 3.49105 1.22129 -2.39253
C 3.85084 0.78539 -3.66165
C 4.90855 1.41220 -4.30046
C 5.61005 2.45469 -3.69638
C 5.23640 2.88848 -2.44086
C 4.16385 2.28228 -1.78141
C 3.69336 2.81561 -0.52706
N 2.59580 2.51410 0.05932
C 2.22712 3.37375 1.18899
C 1.24344 2.59040 2.04353
N 1.50554 1.18326 1.72976
C 2.07183 0.48900 2.64925
C 2.57711 -0.84992 2.53514
C 3.02544 -1.52488 3.67344
C 3.48936 -2.81960 3.56616
C 3.53255 -3.43205 2.31429
C 3.11682 -2.77674 1.16577
C 2.62581 -1.48450 1.28490
O 2.21081 -0.79607 0.22302
H 3.30374 -0.02069 -4.12575
H 5.19273 1.08341 -5.29147
H 6.43310 2.92725 -4.21237
H 5.75779 3.71023 -1.96595
H 4.30460 3.61271 -0.09877
H 1.75046 4.27512 0.79619
H 3.11614 3.67298 1.74834
H 0.21360 2.83043 1.77962
H 1.37520 2.78465 3.10944
H 2.22274 0.96892 3.61700
H 2.98934 -1.02987 4.63655
H 3.82598 -3.35326 4.44311
H 3.90702 -4.44354 2.23125
H 3.15855 -3.25562 0.20009
C -1.03459 -2.47082 4.40821
C -1.74841 -1.12572 4.31344
C -2.75173 -1.01473 5.45734
C -0.77567 0.04465 4.40879
N -2.47257 -1.04014 3.00882
C -3.84762 -0.93588 2.88990
C -4.14062 -0.96981 1.57537
N -2.95816 -1.11058 0.88607
B -2.93946 -1.16101 -0.64805
N -1.85050 -2.15482 -1.13630
C -2.03918 -3.50415 -0.96425
C -0.99858 -4.14669 -1.53322
N -0.15989 -3.18130 -2.05877
C -0.70356 -1.97726 -1.78781
S -0.09301 -0.42490 -2.26551
C 0.97252 -3.46688 -2.99984
C 0.48656 -3.17202 -4.41685
C 1.34012 -4.94400 -2.88284
C 2.19418 -2.61596 -2.65327
N -2.93245 0.27750 -1.25113
C -3.75968 0.54554 -2.31237
C -3.85064 1.88181 -2.44383
N -3.07122 2.45250 -1.46209
C -2.46727 1.45186 -0.76724
S -1.28679 1.61911 0.49246
C -3.24310 3.93388 -1.19686
C -2.44547 4.45258 -0.01070
C -2.86289 4.71199 -2.45289
C -4.73127 4.13054 -0.88043
C -1.94096 -1.14506 1.76080
S -0.28319 -1.31022 1.33382
H -0.54041 -2.54242 5.37756
H -0.28779 -2.58171 3.62485
H -1.75043 -3.28950 4.32924
H -2.19098 -1.03132 6.39130
H -3.44780 -1.85282 5.47853
H -3.31286 -0.08125 5.42744
H -0.26127 0.00401 5.36971
H -1.31250 0.99226 4.34039
H -0.05374 -0.00667 3.60275
H -4.49604 -0.84238 3.73667
H -5.08559 -0.91930 1.06750
H -3.98836 -1.65015 -0.97995
H -2.89459 -3.89261 -0.44365
H -0.78644 -5.19353 -1.60161
H -0.36518 -3.80126 -4.67719
H 1.29265 -3.37602 -5.12195
H 0.20166 -2.12555 -4.52014
H 0.53971 -5.60343 -3.21495
H 1.62534 -5.21335 -1.86486
H 2.19668 -5.12481 -3.52998
H 2.14211 -1.63777 -3.11908
H 3.08924 -3.12702 -3.00807
H 2.28746 -2.45066 -1.58245
H -4.24566 -0.24201 -2.85680
H -4.42412 2.47184 -3.13096
H -1.37336 4.36821 -0.15758
H -2.71135 3.94925 0.91729
H -2.70740 5.50695 0.08467
H -1.78832 4.70485 -2.61002
H -3.19243 5.74410 -2.33180
H -3.34117 4.31703 -3.34809
H -5.03379 3.49206 -0.04945
H -5.37447 3.91797 -1.73254
H -4.89744 5.16805 -0.59349
I 0.49088 2.90959 -2.06935

***

Record 2
A molecular structure, C37H49BrCuN2P2S in a non-equilibrium geometry, computed with wB97M-V/def2-TZVPD.

Properties
max |F|: 3.657 eV/Å
charge: +2
spin multiplicity: 2
energy: -186220.103 eV
frontier orbital gap (spin up / spin down): 7.37 / 4.78 eV
E_HOMO (spin up / spin down): -13.081 / -13.079 eV

Element x y z (Å)
C 3.10062 5.02768 -1.54856
C 2.01453 4.38105 -2.16292
C 2.13550 4.06248 -3.52964
C 3.25117 4.52760 -4.24087
N 4.20413 5.24606 -3.64808
C 4.17742 5.45641 -2.33122
C 0.85111 4.03246 -1.38310
C -0.05057 3.70893 -0.61653
C -1.11094 3.07304 0.10351
C -0.80034 2.03296 0.99760
C -1.77708 1.05661 1.24732
C -2.96898 1.11297 0.51437
C -3.41987 2.29510 -0.06908
C -2.45924 3.30801 -0.24873
Cu -1.93382 -0.83258 0.31022
P 0.87710 -0.66974 -0.49569
H 1.37022 3.48027 -4.04730
H 3.09572 5.21781 -0.47764
H 3.35591 4.34946 -5.32043
H 5.00535 6.01901 -1.88664
H -2.69620 4.24522 -0.76145
H 0.16419 1.93863 1.47965
H -4.46613 2.42787 -0.36780
H -1.58367 0.28705 2.00313
C 1.77057 -2.30644 -0.37413
C 3.10137 -2.50018 -1.09972
H 1.04916 -3.07071 -0.70340
H 1.90786 -2.45237 0.70933
H 3.41876 -3.54732 -0.97694
H 3.03524 -2.29946 -2.17713
H 3.90402 -1.87631 -0.68571
C 1.16314 -0.01760 -2.22308
C 2.52582 0.55880 -2.59483
H 0.41368 0.78588 -2.31990
H 0.88700 -0.80321 -2.94268
H 2.56848 0.73561 -3.67948
H 2.70000 1.52925 -2.11363
H 3.36211 -0.10524 -2.34834
C 1.97744 0.44388 0.49247
C 3.48551 0.27625 0.56366
H 1.58656 0.35678 1.51235
H 1.75453 1.45957 0.14202
H 3.88372 1.05747 1.22378
H 3.80600 -0.68042 0.98243
H 3.98263 0.40853 -0.40090
Br -4.19919 -0.62234 0.41111
P -2.02755 -1.98883 -1.83498
C -0.83648 -2.80002 -2.99082
C -1.22771 -4.13341 -3.62867
H 0.09459 -2.92439 -2.41583
H -0.62994 -2.06245 -3.78119
H -0.36375 -4.50389 -4.19932
H -1.48841 -4.89314 -2.88346
H -2.07027 -4.03277 -4.32543
C -3.14849 -3.33708 -1.22986
C -4.53654 -3.42367 -1.85939
H -3.26928 -3.14692 -0.14853
H -2.59064 -4.28264 -1.33091
H -5.14755 -4.09799 -1.24265
H -5.05612 -2.45665 -1.89860
H -4.50486 -3.83972 -2.87456
C -2.96880 -0.83999 -2.90810
C -3.36910 -1.28890 -4.30027
H -2.32968 0.05021 -2.97630
H -3.84722 -0.53497 -2.32924
H -3.94082 -0.48019 -4.77138
H -2.51626 -1.49970 -4.94813
H -4.01274 -2.17085 -4.29749
N -0.41400 -1.28950 2.73350
S -0.92976 -1.07128 4.21137
C -0.10240 -2.27284 5.24860
C -0.88947 -3.25528 5.86501
C -0.25546 -4.31586 6.51880
C 1.13510 -4.37170 6.56485
C 1.91079 -3.36474 5.98188
C 1.28069 -2.29038 5.33174
C -0.33627 0.55753 4.66493
C 0.66539 1.15894 3.90004
C 0.86382 2.54861 3.98528
C 0.21496 3.26896 4.97935
C -0.65872 2.63454 5.86277
C -0.96179 1.27735 5.68967
H -0.17176 -2.27357 2.59313
H -1.96466 -3.18432 5.79902
H -0.85133 -5.10000 6.98020
H 1.63510 -5.21646 7.05333
H 2.99525 -3.40078 6.02160
H 1.85190 -1.49475 4.86888
H 1.23142 0.53987 3.22328
H 1.52339 3.03955 3.25993
H 0.41028 4.34509 5.07177
H -1.12060 3.20165 6.66579
H -1.69179 0.77792 6.31984

***

Record 3
A molecular structure, C37H49BrN2P2SZn in a non-equilibrium geometry, computed with wB97M-V/def2-TZVPD.

Properties
max |F|: 2.944 eV/Å
charge: +2
spin multiplicity: 1
energy: -189999.370 eV
frontier orbital gap (spin up / spin down): 4.29 / 5.54 eV
E_HOMO (spin up / spin down): -12.631 / -12.576 eV

Element x y z (Å)
C -0.19866 -6.86212 -4.91532
C 0.82856 -6.26406 -4.16693
C 2.12790 -6.80035 -4.23249
C 2.34621 -7.90441 -5.06425
N 1.36150 -8.45005 -5.77474
C 0.12347 -7.96264 -5.71676
C 0.54978 -5.12740 -3.33327
C 0.43501 -4.23912 -2.50870
C 0.27123 -3.14539 -1.65760
C -0.41972 -2.05158 -2.18426
C -0.55309 -0.91169 -1.39960
C -0.00837 -0.95808 -0.12241
C 0.69421 -2.00245 0.41363
C 0.83363 -3.14375 -0.37688
Zn -0.81718 0.77003 0.37201
P 0.38678 2.33270 -0.78120
H 2.94417 -6.38649 -3.64817
H -1.22033 -6.49769 -4.87135
H 3.34117 -8.34227 -5.14298
H -0.64654 -8.44848 -6.31540
H 1.37301 -4.02243 -0.01435
H -0.83256 -2.09277 -3.19793
H 1.10076 -1.99344 1.41997
H -1.08819 -0.05736 -1.83116
C 0.69000 3.82368 0.21473
C 1.88434 4.67641 -0.20399
H 0.81473 3.46219 1.24886
H -0.24216 4.40808 0.18260
H 1.88647 5.58366 0.41229
H 2.83833 4.16367 -0.03134
H 1.83869 4.98956 -1.25490
C 2.00040 1.56019 -1.16973
C 2.34150 1.30934 -2.63347
H 1.96994 0.60003 -0.62917
H 2.78237 2.16780 -0.69505
H 3.31211 0.79562 -2.67076
H 1.60687 0.66260 -3.13232
H 2.43965 2.24483 -3.20046
C -0.43202 2.83077 -2.34237
C 0.06405 4.10373 -3.02570
H -1.50080 2.94298 -2.09839
H -0.34649 1.97522 -3.03035
H -0.51415 4.23200 -3.95085
H -0.09837 4.99892 -2.41184
H 1.12369 4.04707 -3.30764
Br -0.35722 -0.20115 2.56521
P 4.06835 -0.50825 2.67456
C 4.12438 0.84062 1.44014
C 5.24132 1.81966 1.85130
H 3.13320 1.32289 1.39669
H 4.32242 0.39649 0.44688
H 5.54870 2.44019 1.00028
H 4.90302 2.48180 2.66016
H 6.12089 1.25926 2.20742
C 2.73316 -0.16514 3.85171
C 2.93532 -0.71628 5.27295
H 1.81373 -0.59232 3.39537
H 2.59744 0.92959 3.86237
H 2.13816 -0.31103 5.90893
H 2.85744 -1.81150 5.28786
H 3.90395 -0.41047 5.69006
C 3.71487 -2.06594 1.78030
C 5.05624 -2.78476 1.54902
H 3.17374 -1.86927 0.84297
H 3.04897 -2.66833 2.41911
H 4.89069 -3.82746 1.25549
H 5.64100 -2.28962 0.76291
H 5.64449 -2.77257 2.47804
N -2.72115 1.32197 -0.01434
S -4.12687 0.66430 0.49759
C -5.23044 1.98811 0.04372
C -4.72561 3.27028 -0.17558
C -5.59402 4.29511 -0.55638
C -6.95928 4.03272 -0.71350
C -7.45610 2.73837 -0.49745
C -6.59334 1.70917 -0.12249
C -4.15757 0.72701 2.30416
C -4.02232 -0.47732 3.00941
C -4.07009 -0.46625 4.40679
C -4.25550 0.73803 5.08594
C -4.41857 1.93132 4.38271
C -4.36181 1.92956 2.97983
H -2.86972 1.62972 -0.98802
H -3.65897 3.45356 -0.05147
H -5.19749 5.29634 -0.72771
H -7.63947 4.82891 -1.00785
H -8.51726 2.52400 -0.62105
H -6.93841 0.68789 0.04650
H -3.86394 -1.39463 2.44704
H -3.94228 -1.40379 4.95039
H -4.27116 0.74307 6.18029
H -4.58078 2.86971 4.90806
H -4.47407 2.84936 2.41367

***

Record 4
A molecular structure, C37H50N10O5PReS2 in a non-equilibrium geometry, computed with wB97M-V/def2-TZVPD.

Properties
max |F|: 3.535 eV/Å
charge: +3
spin multiplicity: 2
energy: -97383.793 eV
frontier orbital gap (spin up / spin down): 4.81 / 5.32 eV
E_HOMO (spin up / spin down): -14.951 / -14.952 eV
energy relative to the best compared isomer or geometry (same formula, charge and spin): 2.913 eV

Element x y z (Å)
Re -0.29603 -0.21795 -1.51247
N -7.08422 2.25731 2.93910
C -6.18391 2.07773 1.96080
C -6.23678 0.93991 1.12617
C -5.29899 0.75055 0.13938
C -4.27908 1.68233 -0.02194
C -4.19334 2.80437 0.79035
C -5.13861 3.00603 1.76736
S -3.08297 1.38285 -1.27308
O -3.58681 1.13894 -2.57974
O -2.19737 0.30678 -0.76914
N -2.08849 2.71883 -1.25936
C -1.45067 3.25852 -2.14951
N 0.61972 1.26152 -2.49926
C 1.91418 2.58001 -3.46428
C 1.26686 3.77610 -4.07425
C 0.08540 4.34012 -3.80298
N -0.81340 3.95213 -2.86733
H -7.87939 1.64594 3.02708
H -7.08221 3.10065 3.48922
H -7.03019 0.22090 1.25742
H -5.35386 -0.10033 -0.52080
H -3.40043 3.51792 0.63888
H -5.09429 3.88762 2.38695
H 2.99432 2.63225 -3.59245
H 1.84582 4.23266 -4.86390
H -0.23380 5.22171 -4.34613
C 5.83870 1.95229 -2.56643
O 4.42307 2.00755 -2.42908
C 3.86206 1.58811 -1.27813
C 4.59138 0.96051 -0.26362
C 4.00540 0.60935 0.93398
C 2.67760 0.91248 1.18574
C 1.93375 1.51788 0.19452
C 2.49553 1.82075 -1.04378
N 1.52579 2.31125 -2.02982
C 1.29789 1.19249 -3.78764
C 2.32923 0.08508 -3.85596
C 3.30965 0.14449 -4.83811
C 4.33727 -0.78438 -4.89751
C 4.37852 -1.81837 -3.96908
C 3.39489 -1.92112 -3.01229
C 2.35168 -0.97807 -2.92568
O 1.42746 -1.20221 -1.98909
H 6.06299 2.48786 -3.48608
H 6.18046 0.91986 -2.65658
H 6.32940 2.44682 -1.72679
H 5.63498 0.74231 -0.41459
H 4.60794 0.11802 1.67982
H 2.22018 0.67730 2.13218
H 0.90370 1.78486 0.37787
H 1.01536 3.09159 -1.59595
H 0.60578 1.15320 -4.63223
H 3.26280 0.93722 -5.57111
H 5.09362 -0.70458 -5.66399
H 5.17294 -2.54646 -4.00367
H 3.39118 -2.72816 -2.29632
N 0.01882 -3.07186 -3.60678
C -0.85755 -2.30715 -4.23676
N -1.45871 -2.71097 -5.34437
S -1.33900 -0.74723 -3.66421
H 0.28020 -3.98066 -3.96340
H 0.56278 -2.68995 -2.83771
H -1.26078 -3.60312 -5.77364
H -2.14939 -2.11340 -5.77797
O -0.19275 -0.56065 0.66165
P -0.28849 -1.07355 2.05747
N -0.52490 0.21442 3.08931
C -1.33109 1.36086 2.69186
C -0.92804 2.41644 3.71999
C -0.67936 1.59846 5.00008
C -0.67394 0.13068 4.53416
N -1.53344 -2.19703 2.13181
C -2.77088 -2.06424 1.37116
C -3.65560 -3.19899 1.88110
C -3.21383 -3.33480 3.33755
C -1.70427 -3.12542 3.24517
N 1.12515 -1.83323 2.43728
C 1.68203 -2.64780 1.35375
C 3.06924 -2.99910 1.86514
C 2.80423 -3.24957 3.34657
C 1.75324 -2.19303 3.70839
H -2.40293 1.13781 2.78437
H -1.12557 1.64481 1.66197
H -1.69684 3.17100 3.86759
H -0.01213 2.91085 3.40185
H -1.46251 1.76383 5.73789
H 0.26986 1.86270 5.46198
H -1.62784 -0.34299 4.79547
H 0.13723 -0.44647 4.96961
H -2.56116 -2.12681 0.29975
H -3.24167 -1.08943 1.55764
H -3.44363 -4.11620 1.33232
H -4.71326 -2.96712 1.78044
H -3.46779 -4.29861 3.76981
H -3.66946 -2.54767 3.94050
H -1.19822 -4.07247 3.01739
H -1.28161 -2.72057 4.16629
H 1.69662 -2.07246 0.42434
H 1.08456 -3.55580 1.20405
H 3.73112 -2.14474 1.73822
H 3.49566 -3.85987 1.35739
H 3.69883 -3.15649 3.95550
H 2.40589 -4.25268 3.48612
H 2.23542 -1.30953 4.13615
H 1.03307 -2.58355 4.42909

***

Record 5
A molecular structure, C37H51BeN3OS2, computed with wB97M-V/def2-TZVPD.

Properties
max |F|: 0.810 eV/Å
spin multiplicity: 1
energy: -67791.758 eV
frontier orbital gap: 7.63 eV
E_HOMO: -7.477 eV

Element x y z (Å)
Be -0.40984 0.80583 0.27369
C -1.44085 2.39692 3.29639
C -2.22088 1.31437 4.04857
C -1.57960 1.05888 5.42289
C -2.48635 -0.02135 3.34560
C -3.61629 -0.68249 3.82907
C -4.01802 -1.90913 3.34607
C -3.29034 -2.49736 2.32871
C -2.17764 -1.87055 1.78764
C -1.40958 -2.59246 0.69512
C -2.35033 -3.07360 -0.41244
C -0.63733 -3.76961 1.30086
C -1.75656 -0.63351 2.31044
N -0.57030 -0.04409 1.78473
C 0.43491 0.09184 2.58377
C 1.68074 0.69611 2.26615
C 2.58755 0.90875 3.32523
C 3.82386 1.45578 3.12205
C 4.19586 1.80576 1.81436
C 3.35545 1.57885 0.75680
C 2.06005 1.01854 0.93057
N 1.22292 0.78864 -0.11163
C 1.81223 0.61643 -1.39638
C 2.53175 -0.57090 -1.67248
C 3.06734 -0.74770 -2.94467
C 2.92338 0.21356 -3.92929
C 2.22317 1.37225 -3.64682
C 1.65600 1.59001 -2.39738
C 0.97079 2.91235 -2.10896
C 2.02961 3.99745 -1.87503
C 0.02635 3.35549 -3.23052
C 2.77738 -1.66653 -0.63971
C 2.23024 -3.02332 -1.09959
C 4.27399 -1.78529 -0.31822
H -1.68881 3.37023 3.72242
H -1.69056 2.39880 2.23691
H -0.36425 2.26777 3.39283
H -3.21524 1.72793 4.23807
H -0.54928 0.71786 5.30979
H -2.12704 0.29382 5.97340
H -1.56723 1.97881 6.01019
H -4.18580 -0.21217 4.62256
H -4.89634 -2.39549 3.75009
H -3.59185 -3.46622 1.95319
H -0.68864 -1.90178 0.25076
H -3.05503 -3.81948 -0.04273
H -1.77392 -3.52795 -1.21864
H -2.91814 -2.23787 -0.82028
H -1.32405 -4.48838 1.75109
H 0.05058 -3.42462 2.07550
H -0.05521 -4.28628 0.53467
H 0.33923 -0.30224 3.59691
H 2.26957 0.63439 4.32570
H 4.50124 1.61364 3.94976
H 5.16532 2.25679 1.64142
H 3.66209 1.85020 -0.24470
H 3.62635 -1.64950 -3.16880
H 3.37247 0.06764 -4.90373
H 2.12575 2.12656 -4.41736
H 0.38722 2.79140 -1.19814
H 2.63621 4.13046 -2.77354
H 2.69090 3.73839 -1.04649
H 1.54586 4.94778 -1.64052
H 0.57648 3.59857 -4.14153
H -0.51099 4.25367 -2.91999
H -0.70167 2.57929 -3.46097
H 2.25405 -1.41067 0.28017
H 2.61493 -3.30818 -2.08087
H 1.13860 -3.00193 -1.13980
H 2.52088 -3.79938 -0.38939
H 4.85342 -1.98313 -1.22167
H 4.44608 -2.59959 0.38860
H 4.64034 -0.86553 0.12893
S -1.26490 -0.14822 -2.43258
C -1.01107 -1.51966 -3.29182
N 0.08643 -2.28924 -3.19847
C 0.25007 -3.37254 -4.14804
C -1.14902 -3.72608 -4.64428
S -2.14569 -2.20734 -4.44111
H 0.89621 -1.88317 -2.74693
H 0.72414 -4.22448 -3.65880
H 0.88437 -3.05121 -4.98068
H -1.61642 -4.50850 -4.04915
H -1.15409 -4.01895 -5.69050
C -2.54828 3.83667 -0.00716
C -2.53344 2.41310 -0.57548
C -3.84574 1.68999 -0.28417
O -1.47066 1.69534 -0.04790
H -3.07691 4.51585 -0.67743
H -1.52160 4.18446 0.11502
H -3.03783 3.85606 0.96842
H -2.40940 2.47585 -1.66703
H -3.97724 1.58493 0.79552
H -3.82324 0.69514 -0.73113
H -4.68889 2.24849 -0.69571